Model A:
60
Properties=species:S:1:pos:R:3 method="wB97M-V/def2-TZVPD" multiplicity=1 total_charge=0 homo_lumo_gap_ha=0.33927 e_homo_ev=-9.44 smiles=OCCO.OCCO.OCCO.OCCO.OCCO.OCCO
O -5.72 -13.42 5.87
C -5.79 -14.82 6.10
C -4.41 -15.40 5.80
O -3.54 -15.25 6.91
H -4.86 -13.16 6.20
H -5.92 -15.02 7.17
H -6.56 -15.42 5.61
H -3.96 -15.01 4.88
H -4.56 -16.44 5.53
H -3.09 -16.09 7.04
O -5.61 -18.19 7.64
C -5.05 -19.49 7.83
C -3.63 -19.58 7.38
O -2.88 -19.14 8.51
H -5.24 -17.70 8.38
H -5.26 -19.85 8.84
H -5.55 -20.16 7.12
H -3.43 -18.95 6.52
H -3.26 -20.58 7.14
H -3.02 -19.79 9.20
O -0.71 -17.61 11.96
C -0.65 -17.99 10.63
C -0.24 -19.46 10.50
O 1.11 -19.59 10.08
H -1.63 -17.41 12.16
H -1.67 -17.78 10.29
H 0.04 -17.29 10.16
H -0.80 -19.92 9.69
H -0.32 -20.08 11.39
H 1.48 -20.16 10.76
O 2.56 -17.86 8.70
C 3.54 -17.23 9.57
C 2.86 -16.26 10.52
O 2.18 -16.92 11.58
H 2.03 -18.50 9.19
H 4.13 -17.94 10.15
H 4.28 -16.69 8.99
H 2.28 -15.48 10.02
H 3.52 -15.63 11.12
H 1.35 -17.23 11.22
O -0.58 -11.96 6.82
C 0.25 -11.03 6.02
C 0.67 -11.63 4.69
O 1.28 -12.89 4.88
H -0.10 -12.72 7.14
H -0.43 -10.22 5.73
H 1.05 -10.58 6.61
H 1.30 -11.02 4.04
H -0.19 -11.83 4.05
H 0.67 -13.51 5.29
O -1.56 -17.03 7.46
C -0.35 -17.13 6.74
C 0.45 -15.86 6.85
O -0.30 -14.78 6.26
H -1.96 -17.89 7.60
H 0.10 -18.03 7.16
H -0.60 -17.43 5.72
H 1.36 -15.89 6.26
H 0.65 -15.67 7.91
H -1.18 -14.91 6.63

---

Model B:
60
Properties=species:S:1:pos:R:3 method="wB97M-V/def2-TZVPD" multiplicity=1 total_charge=0 homo_lumo_gap_ha=0.37096 e_homo_ev=-9.68 smiles=OCCO.OCCO.OCCO.OCCO.OCCO.OCCO
O 17.64 -6.87 13.34
C 17.83 -8.30 13.16
C 18.91 -9.04 14.18
O 20.26 -8.97 13.84
H 16.98 -6.50 12.75
H 16.80 -8.64 13.25
H 18.19 -8.52 12.15
H 18.55 -10.05 14.39
H 18.90 -8.44 15.10
H 20.43 -8.03 13.69
O 23.45 -11.05 12.54
C 22.78 -10.44 11.43
C 21.63 -11.18 10.97
O 20.70 -11.26 12.08
H 23.40 -12.00 12.41
H 22.49 -9.42 11.70
H 23.38 -10.41 10.53
H 21.94 -12.20 10.74
H 21.14 -10.90 10.03
H 21.05 -10.69 12.76
O 22.99 -13.81 15.15
C 21.94 -13.00 15.54
C 22.58 -11.63 15.96
O 23.36 -11.76 17.14
H 23.42 -14.14 15.93
H 21.33 -12.88 14.65
H 21.30 -13.44 16.30
H 21.91 -10.78 15.89
H 23.27 -11.35 15.17
H 24.31 -11.70 17.02
O 28.83 -12.23 12.96
C 27.69 -12.89 13.54
C 26.72 -13.20 12.32
O 27.36 -14.22 11.49
H 29.27 -12.87 12.39
H 28.04 -13.78 14.08
H 27.23 -12.32 14.34
H 26.66 -12.29 11.73
H 25.78 -13.48 12.80
H 28.26 -13.97 11.26
O 18.07 -9.61 8.14
C 17.77 -10.21 9.41
C 16.67 -9.47 10.08
O 16.21 -10.27 11.10
H 18.12 -8.66 8.28
H 17.60 -11.25 9.11
H 18.55 -10.28 10.16
H 15.89 -9.41 9.32
H 16.89 -8.42 10.29
H 15.54 -10.86 10.73
O 22.86 -17.10 11.25
C 23.27 -16.01 12.05
C 22.60 -14.74 11.78
O 23.23 -13.68 12.51
H 22.56 -17.85 11.77
H 23.05 -16.35 13.07
H 24.36 -16.01 12.01
H 21.57 -14.92 12.10
H 22.65 -14.32 10.78
H 23.21 -13.86 13.45

---

Pick model A: it beats the second-best structure by 1.079 eV.

---

Model A:
20
Properties=species:S:1:pos:R:3 method="wB97M-V/def2-TZVPD" multiplicity=1 total_charge=0 homo_lumo_gap_ha=0.34199 e_homo_ev=-8.39 smiles=c1ccc(-c2ccc[nH]2)cc1
C 1.43 2.86 0.62
C 0.13 2.84 0.21
C -0.54 1.58 -0.05
C 0.17 0.38 0.10
C -0.51 -0.96 -0.11
C -1.25 -1.75 0.65
C -1.64 -2.92 -0.10
C -1.06 -2.82 -1.33
N -0.42 -1.65 -1.33
C 1.49 0.32 0.58
C 2.15 1.61 0.80
H 1.80 3.73 0.59
H -0.38 3.64 0.15
H -1.63 1.36 -0.48
H -1.51 -1.49 1.88
H -2.48 -3.43 0.36
H -1.10 -3.47 -2.03
H 0.06 -1.16 -2.23
H 2.09 -0.42 0.62
H 3.19 1.73 1.09

---

Model B:
20
Properties=species:S:1:pos:R:3 method="wB97M-V/def2-TZVPD" multiplicity=1 total_charge=0 homo_lumo_gap_ha=0.29446 e_homo_ev=-8.02 smiles="C=C=C/C=C/c1ccccn1"
C -4.13 -0.96 0.16
C -3.49 0.19 0.14
C -2.70 1.19 -0.21
C -1.27 1.19 -0.02
C -0.59 -0.01 0.03
C 0.85 0.07 -0.08
C 1.54 -1.15 -0.03
C 2.91 -1.15 -0.01
C 3.62 0.05 -0.05
C 2.86 1.22 0.21
N 1.51 1.23 0.10
H -4.78 -1.21 0.88
H -4.00 -1.61 -0.60
H -3.22 2.08 -0.72
H -0.90 2.18 -0.23
H -0.87 -1.05 -0.02
H 1.11 -2.15 0.06
H 3.49 -2.14 0.02
H 4.63 -0.03 -0.05
H 3.43 2.05 0.41

---

Pick model A: it beats the second-best structure by 0.108 eV.

---

Model A:
9
Properties=species:S:1:pos:R:3 method="wB97M-V/def2-TZVPD" multiplicity=3 total_charge=+1 homo_lumo_gap_ha="0.34289 / 0.23379" e_homo_ev="-13.99 / -18.65"
C 1.73 -0.11 0.59
C -1.04 0.34 0.01
C -0.13 -0.62 -0.67
N 2.47 0.46 1.23
O 1.02 -0.89 -0.23
H -1.05 0.26 1.15
H -0.53 1.23 -0.19
H -1.94 0.58 -0.49
H -0.53 -1.27 -1.42

---

Model B:
9
Properties=species:S:1:pos:R:3 method="wB97M-V/def2-TZVPD" multiplicity=3 total_charge=+1 homo_lumo_gap_ha="0.24335 / 0.30127" e_homo_ev="-12.83 / -16.59"
C -0.43 0.80 0.62
C 0.05 0.24 1.61
C 0.67 -1.08 -0.04
N -0.61 0.97 -0.64
O 1.02 -0.58 1.06
H -0.34 -1.29 -0.22
H 1.50 -1.70 -0.27
H -1.58 0.82 -0.97
H -0.28 1.82 -1.16

---

Pick model A: it beats the second-best structure by 0.689 eV.

---

Model A:
17
Properties=species:S:1:pos:R:3 method="wB97M-V/def2-TZVPD" multiplicity=1 total_charge=0 homo_lumo_gap_ha=0.36556 e_homo_ev=-9.20 smiles="O=CCCS.O.O"
O 0.34 1.21 1.97
C 0.27 1.93 0.96
C 0.60 1.27 -0.34
C -0.44 1.65 -1.45
S -0.31 0.56 -2.87
H -0.18 2.93 1.02
H 0.70 0.12 -0.17
H 1.64 1.40 -0.54
H -1.49 1.58 -0.84
H -0.38 2.62 -1.91
H -0.62 -0.69 -2.39
O -0.65 -2.69 -0.33
H 0.17 -2.84 -0.73
H -0.54 -1.83 0.15
O 0.33 -2.17 2.23
H 0.58 -2.02 3.08
H -0.01 -3.01 2.16

---

Model B:
17
Properties=species:S:1:pos:R:3 method="wB97M-V/def2-TZVPD" multiplicity=1 total_charge=0 homo_lumo_gap_ha=0.36953 e_homo_ev=-9.41 smiles="O=CCCS.O.O"
O 1.18 -1.09 -2.43
C 0.28 -1.06 -1.64
C 0.32 -0.66 -0.19
C -0.84 0.22 0.25
S -0.56 1.27 1.73
H -0.66 -1.49 -2.01
H 0.23 -1.63 0.32
H 1.32 -0.27 0.02
H -1.71 -0.42 0.41
H -1.15 0.82 -0.59
H 0.79 1.13 1.78
O -1.00 1.18 -2.87
H -0.42 1.02 -3.59
H -1.02 2.14 -2.83
O 1.16 -1.40 3.02
H 1.85 -1.34 3.68
H 0.59 -0.64 3.18

---

Pick model B: it beats the second-best structure by 0.911 eV.

---

Model A:
49
Properties=species:S:1:pos:R:3 method="wB97M-V/def2-TZVPD" multiplicity=1 total_charge=-1 homo_lumo_gap_ha=0.21649 e_homo_ev=-3.47
Cl -24.84 16.66 -11.12
C -20.31 18.27 -9.01
O -21.17 19.34 -8.92
C -20.99 20.27 -7.82
C -21.72 21.59 -8.21
N -21.35 22.24 -9.45
C -22.07 23.52 -9.64
C -23.62 23.37 -10.03
O -23.66 22.40 -11.04
C -24.89 21.79 -11.08
H -20.36 17.66 -8.12
H -19.29 18.64 -9.08
H -20.55 17.69 -9.90
H -19.96 20.61 -7.73
H -21.19 19.88 -6.82
H -21.32 22.32 -7.52
H -22.81 21.50 -8.12
H -20.40 22.56 -9.42
H -21.67 23.99 -10.54
H -21.97 24.23 -8.82
H -24.15 24.23 -10.44
H -24.08 22.97 -9.12
H -24.97 21.01 -10.32
H -24.88 21.09 -11.91
H -25.69 22.52 -10.94
C -28.84 10.41 -7.80
O -29.47 11.13 -8.89
C -28.47 11.62 -9.73
C -28.91 12.00 -11.21
N -29.79 11.01 -11.83
C -29.02 9.89 -12.35
C -29.76 8.65 -12.83
O -30.67 7.92 -11.95
C -29.97 7.42 -10.82
H -28.43 11.06 -7.03
H -28.08 9.65 -8.00
H -29.69 9.92 -7.34
H -27.74 10.84 -9.93
H -27.94 12.38 -9.15
H -28.00 12.21 -11.78
H -29.40 12.97 -11.13
H -30.21 10.72 -10.96
H -28.31 9.43 -11.67
H -28.40 10.08 -13.23
H -29.08 7.92 -13.27
H -30.26 8.87 -13.77
H -29.51 8.17 -10.18
H -29.21 6.67 -11.03
H -30.69 6.92 -10.18

---

Model B:
49
Properties=species:S:1:pos:R:3 method="wB97M-V/def2-TZVPD" multiplicity=1 total_charge=-1 homo_lumo_gap_ha=0.24705 e_homo_ev=-4.19
Cl -0.11 3.25 -1.76
C 0.26 1.43 1.29
O 0.58 0.35 2.15
C 1.53 -0.51 1.59
C 1.92 -1.53 2.64
N 2.59 -0.91 3.77
C 2.74 -1.86 4.90
C 3.26 -1.10 6.10
O 2.29 -0.16 6.50
C 2.43 0.29 7.83
H 1.13 2.10 1.22
H -0.55 2.03 1.69
H -0.02 1.12 0.29
H 2.43 0.01 1.23
H 1.09 -1.03 0.74
H 2.61 -2.25 2.21
H 0.99 -2.07 2.91
H 2.07 -0.12 4.13
H 3.44 -2.64 4.61
H 1.74 -2.28 5.12
H 4.23 -0.64 5.92
H 3.39 -1.82 6.93
H 3.41 0.72 8.03
H 2.29 -0.56 8.52
H 1.65 1.03 7.95
C 1.29 0.86 -6.19
O -0.09 0.81 -6.05
C -0.55 1.77 -5.12
C -2.07 1.75 -5.14
N -2.67 0.48 -4.71
C -2.43 0.29 -3.27
C -3.17 -0.92 -2.69
O -4.54 -0.62 -2.51
C -5.16 -1.56 -1.66
H 1.66 1.87 -6.40
H 1.67 0.25 -7.01
H 1.80 0.52 -5.28
H -0.27 2.80 -5.40
H -0.11 1.67 -4.12
H -2.36 1.92 -6.18
H -2.46 2.59 -4.58
H -2.16 -0.26 -5.19
H -2.71 1.19 -2.73
H -1.38 0.07 -3.05
H -2.72 -1.08 -1.70
H -2.99 -1.80 -3.32
H -4.88 -1.38 -0.61
H -4.84 -2.56 -1.96
H -6.25 -1.51 -1.65

---

Pick model B: it beats the second-best structure by 2.982 eV.

---

Model A:
17
Properties=species:S:1:pos:R:3 method="wB97M-V/def2-TZVPD" multiplicity=1 total_charge=0 homo_lumo_gap_ha=0.30165 e_homo_ev=-7.99 smiles="CCC(C#N)=[PH2]C"
C -0.01 2.07 0.07
C -1.31 1.39 -0.39
C -1.74 0.00 0.21
C -2.84 -0.65 -0.33
N -3.61 -1.35 -0.80
P -0.38 -1.06 0.57
C 1.16 -2.06 -0.29
H -0.26 3.04 -0.02
H 0.80 1.72 -0.52
H 0.20 1.97 1.18
H -1.34 1.41 -1.41
H -2.19 2.13 -0.22
H -1.09 -2.20 0.89
H 0.39 -0.29 1.46
H 1.95 -1.51 -0.51
H 1.55 -2.97 0.39
H 0.84 -2.64 -1.13

---

Model B:
17
Properties=species:S:1:pos:R:3 method="wB97M-V/def2-TZVPD" multiplicity=1 total_charge=0 homo_lumo_gap_ha=0.33556 e_homo_ev=-8.17
C 0.53 -0.44 -2.23
C -0.84 -0.76 1.93
C 0.71 0.43 -1.30
C -0.42 0.23 1.15
C -0.99 1.50 0.91
N 0.84 -0.02 0.52
P 1.81 -1.39 0.77
H 0.51 -0.01 -3.30
H 0.54 -1.54 -2.17
H -0.32 -1.76 1.81
H -1.90 -0.68 2.24
H 0.57 1.45 -1.33
H -1.51 1.57 -0.07
H -0.15 2.23 0.78
H -1.63 1.75 1.64
H 1.51 -2.12 -0.41
H 2.94 -0.71 0.37

---

Pick model A: it beats the second-best structure by 0.522 eV.